104
Properties=species:S:1:pos:R:3 method="wB97M-V/def2-TZVPD" spin_multiplicity=1 orbital_gap_ev=9.340 mol_weight_g_mol=588.808 e_homo_ha=-0.3187 lumo_ev=0.67 energy_ev=-58740.139 fmax_ha_per_bohr=0.006 smiles="CCCCCCCCCCCCCCO[P@@](=O)(O)OCC.COCCNCCOC.COCCNCCOC"
H -6.06 2.33 1.07
H -3.62 -6.53 -4.37
H 1.78 2.35 -1.25
H -0.01 -1.90 -6.83
H 1.31 -3.09 -6.89
H -2.43 1.11 0.43
C 2.63 2.56 8.54
H -0.38 3.49 -1.15
O -2.59 -5.49 -2.98
C -2.97 -6.75 -3.52
H -2.08 -7.27 -3.91
H -4.99 1.21 -0.73
H 2.78 4.50 9.54
C 2.43 6.46 2.40
C -1.92 -8.95 -1.60
H -2.91 3.35 -0.44
H -1.17 -8.51 -2.28
N -3.06 -8.09 -1.36
H 3.13 -1.09 -3.05
C 3.49 5.85 4.61
H 1.72 4.68 -1.23
O 1.60 -1.04 -1.66
C -1.22 -9.29 -0.30
C -0.23 2.61 -0.51
H -0.41 0.49 -0.88
H -4.63 -7.05 -2.22
C 0.70 -2.48 -6.22
C 1.04 6.20 1.84
H 0.13 -1.14 -4.10
H 0.00 5.75 0.01
H -1.93 -9.74 0.40
H -1.03 -8.59 2.25
C 1.60 -1.54 -5.44
H -2.27 -9.88 -2.06
O 0.00 -3.34 -5.34
H -5.42 3.90 0.61
H -0.96 1.48 -2.22
H 0.60 5.35 2.37
H 0.78 5.54 6.85
C 1.03 5.96 0.33
H 1.80 2.38 9.23
C -4.76 2.28 -0.69
O 3.71 6.25 5.97
P 2.87 5.77 7.21
H -0.61 -6.13 -2.87
O 3.76 4.58 7.72
C -2.41 1.27 -0.66
H -2.22 -7.51 1.49
C 1.57 0.26 -3.77
H -0.70 2.86 0.45
H 4.31 3.64 9.42
H 2.64 7.74 4.16
H 2.09 -2.90 -2.45
C -1.16 -7.77 1.53
H 2.89 3.19 0.87
H -1.83 -3.97 -4.73
C 2.39 -0.39 -2.65
H 3.23 4.79 4.58
O 1.57 5.03 6.62
H -0.42 -10.01 -0.50
H -1.80 -3.33 -6.38
H 1.12 -2.87 -0.96
C -5.18 2.84 0.67
C 1.26 2.39 -0.28
H 0.87 0.95 -3.30
H -0.60 -6.91 1.88
C -3.75 -7.62 -2.55
H -4.38 2.72 1.40
H 2.29 -2.16 -4.85
C 1.28 -2.39 -1.92
H 1.42 1.42 0.19
H 0.37 -2.49 -2.52
C 2.44 6.70 3.92
H 2.93 0.40 -2.13
C -1.31 -5.46 -2.36
H 3.08 5.61 2.16
H 2.99 5.22 -0.18
H -4.12 -8.49 -3.10
H 2.26 0.85 -4.38
H 1.32 6.90 -0.16
H 3.29 1.69 8.57
H -2.76 -7.29 -0.80
O 2.52 6.81 8.18
H -5.37 2.74 -1.48
H -1.73 -2.22 -5.00
C 3.37 3.84 8.90
C 1.96 4.85 -0.18
H -1.35 -5.73 -1.31
C 1.89 3.50 0.55
O -0.64 -8.12 0.27
H 2.87 7.32 1.89
N 0.81 -0.62 -4.65
H 2.21 -0.97 -6.15
H -3.13 2.73 -2.06
H 1.46 6.45 4.34
H 4.46 5.98 4.12
H -0.94 -4.44 -2.45
H -2.86 0.38 -1.11
H 2.22 2.64 7.54
C -3.27 2.49 -1.00
C -1.41 -3.20 -5.37
H 1.31 3.60 1.47
H 0.40 7.06 2.07
C -0.96 1.40 -1.12

---

105
Properties=species:S:1:pos:R:3 method="wB97M-V/def2-TZVPD" spin_multiplicity=1 orbital_gap_ev=8.074 mol_weight_g_mol=602.815 e_homo_ha=-0.4060 total_charge=+1 lumo_ev=-2.98 energy_ev=-60211.948 fmax_ha_per_bohr=0.149
H 1.24 3.49 -2.51
H 2.74 -1.62 1.26
H -7.27 0.70 -4.91
H -6.95 -2.48 -3.50
H 3.57 -6.87 7.41
H 1.31 -5.55 3.46
H 1.85 3.45 1.88
H 3.36 2.84 -2.91
H -5.04 -2.89 -1.13
H -7.21 0.11 -2.49
H 9.59 7.36 -1.43
C -0.49 1.35 -0.28
C -4.26 -3.07 -3.12
H 0.35 1.36 0.57
C 8.64 5.41 -1.49
C 1.97 -3.80 7.17
H 5.79 3.47 -1.68
H -0.57 3.86 -2.17
C 4.47 0.66 0.76
H -4.43 -2.67 -4.13
O 7.34 4.88 -1.73
C 1.18 0.93 -2.17
H 2.23 5.92 0.18
H -4.61 0.08 0.74
H -10.00 1.39 -2.38
H -3.08 -1.35 -0.32
H -2.88 -0.11 -1.73
H -3.24 -2.78 -2.84
H 8.45 5.32 0.67
H -7.37 2.17 -3.92
C 2.59 -5.09 6.65
H -0.81 -4.44 0.80
H 0.89 -6.05 6.55
C 2.59 1.14 -1.37
C 8.60 6.93 -1.60
H 1.13 -4.01 7.84
H 3.90 -5.40 8.35
H -7.40 -2.47 -1.80
H 10.13 5.34 0.09
H 1.31 -0.38 1.47
C 3.13 -5.94 7.79
H 6.49 2.03 0.77
C 0.69 -4.06 2.00
H 1.44 -5.22 0.33
C 0.41 -5.24 2.92
C 0.37 3.28 -1.72
O -0.44 4.46 0.86
C -1.14 -0.15 -0.24
O -5.15 -1.09 -2.09
O 2.01 3.34 0.89
H 1.36 1.34 -3.28
H 0.04 -6.10 2.34
C 9.13 4.97 -0.12
H -6.81 -3.97 -2.54
H -3.13 1.27 1.24
H 1.42 -1.31 -0.17
H -0.76 2.14 -3.48
C -8.16 0.40 -2.96
H -1.02 0.60 -2.91
H -9.23 0.51 -1.08
C 1.76 -4.39 0.97
H 9.14 3.87 -0.05
H -8.54 2.06 -1.61
H 2.33 -6.23 8.48
H -0.61 -0.95 -0.90
C -7.89 1.25 -4.18
H 7.90 7.35 -0.86
H 1.57 -3.21 6.34
C 3.68 2.27 -1.93
C -5.26 -2.51 -2.13
H 4.72 0.07 1.74
H 9.31 5.01 -2.26
C -9.03 1.14 -1.95
H -4.34 1.50 -1.56
H 1.01 -3.20 2.60
C -6.68 -2.89 -2.51
C 5.11 2.62 -1.20
C 5.50 1.81 0.18
H 8.23 7.23 -2.58
C 3.04 0.33 0.01
C 2.08 -0.82 0.68
O 1.61 -5.83 5.93
H 6.75 5.23 -1.04
H -3.71 2.67 -0.57
H 2.70 -4.67 1.46
N -1.01 1.62 -2.58
O -0.51 -3.68 1.34
P 0.81 4.13 -0.08
O 1.49 5.71 -0.50
H -8.82 1.51 -4.70
N 0.02 1.80 -1.63
H -1.32 2.15 0.04
H -4.31 -4.16 -3.17
H 3.40 -4.85 5.95
H 2.70 -3.20 7.71
C -3.70 0.74 0.35
H -0.37 -4.99 3.64
H 0.90 -0.20 -2.28
C -2.75 -0.23 -0.57
O -8.82 -0.81 -3.35
H 1.94 -3.53 0.32
H -5.34 -0.75 -2.98
H -1.02 -0.53 0.89
N -4.29 1.79 -0.56
H -9.66 -0.56 -3.77